Entry 1:
C5H14NO | ωB97M-V with the def2-TZVPD basis set

XYZ file:
```
21
Properties=species:S:1:pos:R:3:lowdin_charge:R:1
C -1.17 0.25 1.27 0.0540
C -1.14 0.49 -0.21 -0.0925
C -0.22 1.45 0.56 -0.0689
C 1.25 1.16 0.87 -0.2036
C 2.06 1.28 -0.41 -0.0458
N -1.59 -2.14 -1.46 0.1248
H -0.81 -0.73 1.60 0.1194
H -2.06 0.70 1.71 0.1242
H -0.47 -0.19 -0.77 0.0893
H -2.03 0.92 -0.67 0.1371
H -0.54 2.53 0.58 0.1752
H 1.49 1.93 1.66 0.1507
H 1.64 0.53 -1.09 0.0755
H 3.14 1.23 -0.14 0.1118
H 1.73 2.18 -0.97 0.1003
H 1.19 0.12 1.25 0.1070
H -2.24 -2.78 -1.01 0.0571
H -1.47 -2.50 -2.40 0.0574
H 1.28 -2.40 0.36 0.0395
H -0.70 -2.32 -0.93 0.0096
O 0.64 -1.69 0.19 -0.1220
```

Spin multiplicity: 1
ΔE to the lowest compared entry with this formula, charge and spin (kJ/mol): 918.5
Net charge: +1
Highest occupied orbital energy (eV): -14.19
DFT total energy (Eh): -328.33639

Entry 2:
C5H14NO | ωB97M-V with the def2-TZVPD basis set

XYZ file:
```
21
Properties=species:S:1:pos:R:3:lowdin_charge:R:1
C -1.66 1.84 -0.42 -0.1468
C -1.90 0.39 -0.22 -0.2755
C -0.78 -0.09 0.59 -0.2421
C 0.53 0.01 -0.16 -0.1954
C 1.61 -1.35 -1.75 0.1813
N 0.55 -0.69 -1.42 0.0506
H -2.57 2.49 -0.58 0.1006
H -1.20 2.51 0.31 0.0861
H -1.12 2.16 -1.36 0.0923
H -2.87 0.16 0.23 0.1231
H -1.97 -0.08 -1.29 0.1349
H -0.57 0.39 1.57 0.1220
H -0.87 -1.20 0.96 0.1569
H 0.79 1.02 -0.39 0.1272
H 1.43 -0.38 0.54 0.1532
H 1.72 -1.90 -2.83 0.1855
H 2.40 -1.43 -1.05 0.0978
H -0.18 -0.59 -2.14 0.1793
H 2.28 -0.56 2.60 0.0550
H 0.99 -0.57 3.52 0.0760
O 1.37 -0.24 2.69 -0.0619
```

Spin multiplicity: 1
ΔE to the lowest compared entry with this formula, charge and spin (kJ/mol): 269.7
Net charge: +1
Highest occupied orbital energy (eV): -14.75
DFT total energy (Eh): -328.58352

Entry 3:
C5H14NO | ωB97M-V with the def2-TZVPD basis set

XYZ file:
```
21
Properties=species:S:1:pos:R:3:lowdin_charge:R:1
C 0.18 -1.13 1.68 -0.1075
C -0.41 0.27 1.60 -0.2573
C -1.11 0.55 0.28 -0.1682
C -0.16 0.51 -0.91 -0.1503
C 1.17 2.52 -1.50 0.2065
N 0.90 1.51 -0.78 0.0572
H 0.62 -1.31 2.66 0.0814
H -0.58 -1.90 1.57 0.0805
H 1.02 -1.31 1.00 0.0699
H -1.11 0.37 2.43 0.1200
H 0.37 0.99 1.87 0.0986
H -1.84 -0.24 0.10 0.1300
H -1.64 1.50 0.32 0.1226
H 0.24 -0.50 -1.04 0.1167
H -0.68 0.66 -1.87 0.1382
H 1.91 3.19 -1.10 0.1270
H 0.87 2.45 -2.54 0.1338
H 1.24 1.57 0.18 0.1591
H 0.19 -3.72 -0.98 0.0514
H -0.70 -2.97 -1.95 0.0433
O -0.47 -3.02 -1.02 -0.0530
```

Spin multiplicity: 1
ΔE to the lowest compared entry with this formula, charge and spin (kJ/mol): 158.2
Net charge: +1
Highest occupied orbital energy (eV): -14.76
DFT total energy (Eh): -328.62597

Entry 4:
C5H14NO2 | ωB97M-V with the def2-TZVPD basis set

XYZ file:
```
22
Properties=species:S:1:pos:R:3:lowdin_charge:R:1
C 0.70 -0.62 -1.74 -0.1502
N -0.38 -0.73 -0.73 -0.2651
C -1.48 0.07 -1.21 -0.1580
C 0.68 1.02 0.63 -0.1235
C 0.10 -0.34 0.55 -0.4033
C 1.35 -1.53 0.94 -0.4433
O 2.50 -1.08 0.56 -0.3418
H 0.85 0.46 -2.26 0.1078
H 0.51 -1.41 -2.53 0.0763
H 1.74 -0.74 -1.35 0.0616
H -1.35 1.08 -1.16 0.0155
H -1.94 -0.40 -2.24 0.1302
H -2.32 0.01 -0.44 0.0806
H 1.09 1.30 1.57 0.0571
H 1.63 1.01 0.05 0.0770
H 0.06 1.93 0.32 0.0790
H -0.64 -0.70 1.31 0.1225
H 1.23 -1.53 2.04 0.0614
H 1.04 -2.47 0.32 0.1004
H -1.90 0.97 1.30 -0.0708
H -1.36 2.16 2.09 0.0383
O -2.11 1.55 1.97 -0.0517
```

Spin multiplicity: 1
ΔE to the lowest compared entry with this formula, charge and spin (kJ/mol): 289.1
Net charge: -1
Highest occupied orbital energy (eV): -2.43
DFT total energy (Eh): -404.04444

Entry 5:
C5H14NO2 | ωB97M-V with the def2-TZVPD basis set

XYZ file:
```
22
Properties=species:S:1:pos:R:3:lowdin_charge:R:1
C 2.15 1.25 -0.84 -0.0685
C 0.99 0.38 -0.28 -0.4229
C -0.30 1.25 -0.16 -0.2203
C -0.44 1.97 1.21 -0.1176
N 0.78 -0.80 -1.08 -0.0477
C 0.07 -1.90 -0.38 -0.4932
O -1.27 -1.84 -0.55 -0.3141
H 3.00 1.21 -0.15 0.0579
H 2.46 0.77 -1.77 0.0534
H 1.87 2.28 -1.05 0.0549
H 1.19 0.09 0.73 0.1091
H -0.39 2.00 -0.96 0.0934
H -1.17 0.59 -0.23 0.0916
H -0.90 1.32 1.94 0.0668
H -1.14 2.79 1.08 0.0501
H 0.48 2.43 1.58 0.0614
H 0.13 -0.61 -1.83 0.0924
H 0.54 -2.85 -0.72 0.0744
H 0.36 -1.90 0.71 0.0952
H -2.25 -2.29 0.62 -0.0354
H -3.18 -3.51 0.87 -0.0082
O -2.97 -2.64 1.25 -0.1727
```

Spin multiplicity: 1
ΔE to the lowest compared entry with this formula, charge and spin (kJ/mol): 23.9
Net charge: -1
Highest occupied orbital energy (eV): -3.26
DFT total energy (Eh): -404.14544

Entry 6:
C5H14NO2 | ωB97M-V with the def2-TZVPD basis set

XYZ file:
```
22
Properties=species:S:1:pos:R:3:lowdin_charge:R:1
C -1.33 -0.77 -1.19 -0.3211
N -0.07 -1.20 -0.66 -0.0987
C 1.18 -0.59 -1.15 -0.2665
C 1.96 0.08 -0.02 -0.1699
C 1.24 1.40 0.43 -0.4823
O 0.84 1.36 1.69 -0.2797
C -2.12 0.11 -0.17 -0.1384
H -1.16 -0.11 -2.19 0.1250
H -1.99 -1.71 -1.47 0.1050
H -0.11 -1.10 0.36 0.0588
H 1.75 -1.46 -1.53 0.0819
H 0.95 0.06 -2.04 0.1043
H 1.95 -0.41 0.89 0.0656
H 3.09 0.10 -0.41 0.1265
H 2.01 2.11 0.31 0.0618
H 0.39 1.72 -0.21 0.0887
H -3.16 0.26 -0.69 0.0765
H -2.27 -0.38 0.80 0.0425
H -1.64 1.07 0.09 0.0583
H -1.12 -0.08 2.91 -0.0050
H 0.20 0.14 1.96 0.0167
O -0.60 -0.60 2.29 -0.2501
```

Spin multiplicity: 1
ΔE to the lowest compared entry with this formula, charge and spin (kJ/mol): 154.5
Net charge: -1
Highest occupied orbital energy (eV): -3.49
DFT total energy (Eh): -404.09572

Entry 7:
C5H14NO2 | ωB97M-V with the def2-TZVPD basis set

XYZ file:
```
22
Properties=species:S:1:pos:R:3:lowdin_charge:R:1
C -2.89 -1.07 -0.29 -0.5245
C -2.04 -0.08 0.38 -0.3937
N -0.54 -0.30 0.35 -0.2185
C 0.07 -0.29 -0.93 -0.1791
C 0.09 0.82 1.15 -0.2704
C 1.60 0.78 1.16 -0.4473
O 2.19 1.14 -0.11 -0.4177
H -2.38 -1.68 -1.03 0.0037
H -2.98 -1.67 0.57 -0.0330
H -3.92 -0.81 -0.60 -0.0645
H -2.15 -0.09 1.47 0.0608
H -2.21 1.01 0.14 0.0878
H -0.32 -1.08 -1.54 0.0382
H -0.19 0.65 -1.49 0.0853
H 1.15 -0.37 -0.77 0.0509
H -0.33 0.68 2.19 0.1008
H -0.21 1.83 0.73 0.1106
H 1.90 1.47 1.96 0.0589
H 1.84 -0.25 1.69 0.1066
H 3.72 -0.42 -2.48 0.0380
H 3.45 0.06 -1.00 -0.0218
O 4.15 -0.35 -1.57 -0.1710
```

Spin multiplicity: 2
ΔE to the lowest compared entry with this formula, charge and spin (kJ/mol): 167.1
Net charge: -2
Highest occupied orbital energy (alpha / beta) (eV): 4.00 / -0.55
Expectation value of S²: 0.7508
DFT total energy (Eh): -403.93859

Entry 8:
C5H14NO2 | ωB97M-V with the def2-TZVPD basis set

XYZ file:
```
22
Properties=species:S:1:pos:R:3:lowdin_charge:R:1
C -2.33 -0.82 -0.61 -0.1204
N -0.94 -0.63 -0.99 -0.0850
C -0.72 2.36 1.33 -0.0998
C -0.49 0.88 1.01 -0.2046
C -0.39 0.65 -0.52 -0.3468
C 1.09 0.70 -0.93 -0.2532
O 1.96 -0.01 -0.17 0.0245
H -2.47 -1.05 0.45 0.0691
H -2.77 -1.64 -1.19 0.0772
H -2.89 0.05 -0.93 0.0828
H -0.35 -1.35 -0.60 0.0851
H -0.80 2.51 2.41 0.0726
H 0.11 2.99 0.99 0.0724
H -1.57 2.73 0.77 0.0709
H 0.50 0.64 1.42 0.0993
H -1.23 0.29 1.55 0.0971
H -0.98 1.43 -0.99 0.1331
H 1.11 0.16 -1.90 0.1596
H 1.40 1.75 -1.03 0.1305
H 0.89 -2.67 0.68 0.0151
H 2.08 -1.75 0.35 -0.0136
O 1.84 -2.67 0.56 -0.0660
```

Spin multiplicity: 2
ΔE to the lowest compared entry with this formula, charge and spin (kJ/mol): 41.2
Net charge: 0
Highest occupied orbital energy (alpha / beta) (eV): -9.23 / -9.20
Expectation value of S²: 0.7538
DFT total energy (Eh): -404.04041

Entry 9:
C5H14NO2 | ωB97M-V with the def2-TZVPD basis set

XYZ file:
```
22
Properties=species:S:1:pos:R:3:lowdin_charge:R:1
C 3.36 -1.07 -0.14 -0.0289
C -4.66 -0.06 0.02 -0.0266
C 1.00 -0.25 0.24 -0.1096
C 2.50 0.09 0.32 -0.4210
C -3.26 -0.15 -0.45 -0.2514
N 0.24 1.01 0.35 0.1716
O 2.66 1.25 -0.48 -0.0345
O -2.36 0.58 -0.10 0.0112
H 3.16 -1.94 0.48 0.0942
H 4.41 -0.83 -0.05 0.0936
H 3.14 -1.33 -1.17 0.0950
H -5.32 0.04 -0.84 0.0999
H -4.93 -1.00 0.51 0.0990
H -4.80 0.77 0.70 0.0928
H 0.78 -0.70 -0.74 0.1429
H 2.75 0.35 1.36 0.1528
H -3.06 -0.97 -1.15 0.1338
H 0.29 1.38 1.30 0.1771
H -0.78 0.89 0.08 0.0933
H 0.71 1.68 -0.28 0.1583
H 3.47 1.19 -0.99 0.1130
H 0.70 -0.94 1.03 0.1434
```

Spin multiplicity: 1
ΔE to the lowest compared entry with this formula, charge and spin (kJ/mol): 76.0
Net charge: +1
Highest occupied orbital energy (eV): -14.27
DFT total energy (Eh): -403.91243

Entry 10:
C5H14NO2 | ωB97M-V with the def2-TZVPD basis set

XYZ file:
```
22
Properties=species:S:1:pos:R:3:lowdin_charge:R:1
C 2.91 -0.70 -0.96 -0.0263
C 2.35 0.29 1.32 -0.0332
C 2.00 0.32 -0.23 -0.3699
C 0.62 0.12 -0.64 -0.0674
C -3.61 -0.41 0.18 -0.2534
N -0.44 0.09 0.05 0.2370
O -3.15 0.50 1.12 -0.0649
O -2.88 -0.14 -1.10 -0.0589
H 3.93 -0.45 -0.79 0.0896
H 2.70 -0.61 -2.02 0.0881
H 2.51 -1.57 -0.54 0.0778
H 1.76 1.08 1.78 0.0735
H 3.39 0.60 1.51 0.0882
H 2.36 -0.69 1.77 0.0870
H 2.09 1.34 -0.65 0.1708
H -4.70 -0.50 0.00 0.1410
H 0.65 -0.22 -1.69 0.1679
H -1.39 0.02 -0.41 0.0804
H -0.63 0.54 1.00 0.1834
H -3.23 -1.49 0.40 0.1587
H -3.83 1.29 1.23 0.1835
H -3.39 0.57 -1.35 0.0473
```

Spin multiplicity: 1
ΔE to the lowest compared entry with this formula, charge and spin (kJ/mol): 251.3
Net charge: +1
Highest occupied orbital energy (eV): -15.23
DFT total energy (Eh): -403.84564